1.
{
  "formula": "C10H40N20O10",
  "method": "ωB97M-V with the def2-TZVPD basis set",
  "smiles": "NC(N)=O.NC(N)=O.NC(N)=O.NC(N)=O.NC(N)=O.NC(N)=O.NC(N)=O.NC(N)=O.NC(N)=O.NC(N)=O",
  "lumo_ev": -0.27,
  "fmax_ha_per_bohr": 0.15628,
  "e_above_lowest_kj_mol": 567.5,
  "orbital_gap_ha": 0.2975,
  "species": ["N", "C", "N", "O", "H", "H", "H", "H", "N", "C", "N", "O", "H", "H", "H", "H", "N", "C", "N", "O", "H", "H", "H", "H", "N", "C", "N", "O", "H", "H", "H", "H", "N", "C", "N", "O", "H", "H", "H", "H", "N", "C", "N", "O", "H", "H", "H", "H", "N", "C", "N", "O", "H", "H", "H", "H", "N", "C", "N", "O", "H", "H", "H", "H", "N", "C", "N", "O", "H", "H", "H", "H", "N", "C", "N", "O", "H", "H", "H", "H"],
  "xyz": [[2.379, -2.440, 4.735], [1.698, -2.142, 3.578], [0.798, -3.076, 3.333], [1.948, -1.186, 2.900], [3.106, -1.769, 4.936], [2.277, -3.420, 4.955], [0.635, -3.839, 3.975], [0.177, -2.962, 2.545], [0.528, 0.504, 0.028], [-0.469, -0.300, -0.030], [-0.187, -1.397, 0.616], [-1.495, -0.013, -0.548], [1.361, 0.206, 0.517], [0.537, 1.330, -0.553], [0.719, -1.586, 1.022], [-0.773, -2.196, 0.417], [3.297, -3.566, -1.869], [1.962, -3.700, -1.746], [1.349, -2.640, -2.083], [1.406, -4.720, -1.308], [3.829, -4.346, -1.509], [3.750, -2.695, -2.103], [1.799, -1.856, -2.534], [0.358, -2.664, -1.887], [1.998, 3.572, 3.525], [2.282, 2.326, 3.851], [1.506, 1.567, 3.113], [3.208, 1.993, 4.471], [1.201, 3.710, 2.920], [2.567, 4.378, 3.740], [1.759, 0.604, 2.946], [0.634, 2.007, 2.856], [-3.264, -2.865, 1.340], [-2.335, -3.724, 0.952], [-2.785, -4.257, -0.173], [-1.206, -3.960, 1.415], [-4.151, -2.852, 0.857], [-3.069, -2.231, 2.102], [-2.154, -4.859, -0.680], [-3.758, -4.188, -0.434], [-2.852, 1.218, 1.734], [-4.062, 0.937, 2.167], [-4.490, 1.960, 2.778], [-4.757, -0.058, 1.922], [-2.400, 0.560, 1.116], [-2.375, 2.093, 1.901], [-3.860, 2.709, 3.029], [-5.365, 1.786, 3.251], [-0.481, 2.271, -3.961], [-1.538, 2.824, -4.516], [-1.874, 2.364, -5.692], [-2.289, 3.615, -3.931], [-0.042, 1.445, -4.342], [-0.422, 2.488, -2.976], [-1.362, 1.720, -6.278], [-2.730, 2.750, -6.066], [-4.797, -0.619, -1.275], [-4.791, 0.272, -2.251], [-3.652, 0.783, -2.425], [-5.737, 0.471, -2.976], [-3.902, -0.967, -0.962], [-5.614, -1.184, -1.097], [-3.444, 1.561, -3.035], [-2.942, 0.583, -1.735], [5.435, -0.419, -1.166], [4.164, -0.262, -1.347], [3.954, 0.001, -2.633], [3.275, -0.157, -0.520], [6.099, -0.574, -1.910], [5.684, -0.623, -0.209], [4.635, -0.222, -3.344], [3.013, 0.358, -2.723], [1.483, 4.258, 0.608], [1.580, 3.505, -0.418], [2.807, 3.260, -0.551], [0.718, 3.294, -1.249], [2.357, 4.476, 1.065], [0.644, 4.703, 0.953], [3.077, 2.721, -1.361], [3.433, 3.349, 0.237]],
  "forces_ev_per_angstrom": [[-0.4, 0.7, -0.6], [0.8, -1.7, 2.3], [-1.6, -0.7, -1.1], [0.2, 1.9, -1.8], [0.3, -0.8, 0.5], [1.1, 0.5, 0.8], [-0.2, 0.3, -0.4], [-0.2, -0.5, 0.1], [3.5, 3.6, 0.0], [1.8, -0.4, 1.1], [-1.0, -4.0, 1.2], [-4.5, 0.3, -2.3], [0.1, 0.4, -0.5], [0.0, 0.1, 0.2], [0.0, 0.2, -0.2], [0.3, 0.0, 0.5], [1.9, -1.1, 0.0], [1.3, -3.9, 1.8], [-3.6, 3.9, -1.4], [0.6, 0.8, -0.4], [0.1, 0.4, -0.2], [-0.2, -0.4, 0.2], [-0.4, -0.2, 0.3], [0.1, 0.5, -0.4], [-1.0, 4.9, -0.1], [-0.7, 0.6, -2.4], [-2.2, -2.3, -1.0], [4.1, -1.6, 3.3], [0.6, 0.4, 0.2], [-0.2, -0.4, 0.5], [-0.6, -0.3, 0.3], [0.1, -1.1, -0.5], [-0.4, 1.7, 2.5], [0.8, -0.2, -0.1], [0.4, -2.4, -2.6], [-1.0, 0.5, 0.0], [0.3, 0.6, 0.5], [-0.5, 0.0, -0.1], [-0.4, -0.1, 0.0], [0.5, -0.2, -0.2], [3.6, -1.6, -1.7], [-0.1, -2.9, -2.6], [-3.7, 4.1, 3.9], [0.9, -0.2, 0.4], [0.0, 0.2, -0.2], [-0.4, -0.4, -0.1], [-0.7, -0.2, 0.2], [0.1, 0.7, 0.2], [2.1, -0.5, 1.5], [-2.2, 1.0, 1.6], [-1.2, -0.7, -3.7], [0.7, 0.0, 0.0], [-0.2, 0.3, 0.3], [0.6, -0.2, 0.1], [0.0, 0.2, 0.4], [0.2, -0.1, 0.0], [-0.2, -2.6, 2.6], [-3.5, -1.4, -1.3], [6.4, 3.0, -0.4], [-2.1, 0.6, -0.9], [-0.3, 0.0, 0.3], [0.2, 0.4, -0.2], [-0.6, -0.1, 0.0], [0.2, 0.3, -0.2], [3.8, -1.4, 2.8], [-1.6, 1.4, -0.2], [-2.1, 0.2, -1.9], [0.2, -0.4, 0.5], [-0.2, 0.1, 0.4], [0.5, -0.2, -0.2], [-0.7, 0.4, -0.2], [0.2, -0.1, -1.2], [-2.0, 3.6, 5.6], [-3.4, 1.2, -2.4], [6.9, -3.3, -2.4], [-1.3, -1.2, -0.7], [-0.8, 0.3, 0.3], [0.1, -0.2, -0.5], [0.3, 0.0, 0.4], [0.1, -0.5, -0.6]]
}



2.
{
  "formula": "C10H41N9O11",
  "method": "ωB97M-V with the def2-TZVPD basis set",
  "multiplicity": 2,
  "total_charge": 1,
  "lumo_ev": [-2.81, -8.23],
  "s_squared": 0.7540,
  "fmax_ha_per_bohr": 0.22623,
  "orbital_gap_ha": [0.3050, 0.1062],
  "species": ["C", "O", "C", "C", "N", "C", "C", "O", "C", "H", "H", "H", "H", "H", "H", "H", "H", "H", "H", "H", "H", "H", "H", "H", "C", "O", "N", "N", "H", "H", "H", "H", "C", "O", "N", "N", "H", "H", "H", "H", "C", "O", "N", "N", "H", "H", "H", "H", "C", "O", "N", "N", "H", "H", "H", "H", "O", "H", "H", "O", "H", "H", "O", "H", "H", "O", "H", "H", "O", "H", "H"],
  "xyz": [[6.139, -8.246, -27.205], [7.243, -7.594, -26.629], [6.942, -6.241, -26.291], [8.052, -5.668, -25.300], [9.373, -5.340, -25.898], [9.966, -6.541, -26.536], [11.506, -6.416, -26.257], [11.753, -6.491, -24.788], [11.566, -7.763, -24.143], [5.343, -8.211, -26.460], [6.329, -9.309, -27.350], [5.770, -7.895, -28.168], [5.971, -6.151, -25.804], [6.812, -5.658, -27.203], [8.281, -6.280, -24.428], [7.611, -4.795, -24.817], [10.048, -5.079, -25.194], [9.896, -6.433, -27.619], [9.720, -7.534, -26.159], [12.025, -5.515, -26.583], [12.084, -7.146, -26.825], [12.033, -8.619, -24.629], [10.522, -8.048, -24.277], [11.935, -7.709, -23.118], [8.931, -10.619, -26.050], [8.535, -10.597, -27.218], [9.818, -11.483, -25.496], [8.247, -10.206, -25.142], [10.340, -12.119, -26.082], [10.093, -11.361, -24.532], [7.563, -9.485, -25.322], [8.762, -10.224, -24.273], [-0.580, -10.264, -25.285], [-0.884, -11.399, -25.195], [0.617, -9.843, -25.060], [-1.310, -9.296, -25.753], [0.839, -8.866, -25.193], [1.285, -10.600, -25.036], [-2.277, -9.403, -26.027], [-0.915, -8.371, -25.659], [4.147, -11.620, -25.751], [3.036, -11.611, -25.343], [5.194, -10.992, -25.247], [4.522, -12.168, -26.937], [5.046, -10.226, -24.606], [6.149, -11.200, -25.500], [5.404, -11.999, -27.398], [3.781, -12.586, -27.481], [4.249, -8.232, -22.919], [5.133, -8.958, -23.327], [4.374, -7.315, -21.983], [3.128, -8.169, -23.582], [5.232, -7.105, -21.492], [3.545, -6.911, -21.571], [2.493, -7.428, -23.322], [2.879, -8.943, -24.181], [2.178, -14.284, -28.336], [2.174, -14.490, -27.402], [1.741, -15.029, -28.749], [3.339, -12.857, -30.956], [2.986, -13.006, -30.079], [2.718, -13.290, -31.541], [6.904, -12.218, -28.800], [7.190, -11.371, -28.460], [7.293, -12.271, -29.673], [2.802, -14.709, -25.121], [3.191, -13.895, -24.801], [1.908, -14.469, -25.364], [5.511, -10.745, -30.930], [5.720, -11.072, -30.055], [4.934, -11.411, -31.303]],
  "forces_ev_per_angstrom": [[-1.3, -1.0, 0.3], [0.7, 1.0, 0.2], [1.2, -0.7, 0.6], [-1.6, 1.4, -1.8], [-1.7, -4.6, 1.5], [3.7, 1.9, -0.9], [0.4, -0.7, 1.5], [-0.1, 0.1, -1.5], [-0.4, -0.1, -1.2], [-0.5, 0.1, -0.1], [0.6, 0.2, 0.1], [0.3, 0.6, 0.0], [0.0, -0.2, 0.5], [0.5, 0.4, -0.1], [0.2, -0.7, -0.1], [0.2, 0.4, -0.2], [0.6, 1.5, 0.4], [-0.7, -0.5, -0.2], [-1.3, 0.4, -0.1], [-0.7, 0.6, 0.2], [-0.3, -0.7, 0.3], [0.8, 0.3, -0.3], [-0.5, 0.1, 0.9], [-0.4, 0.2, -0.1], [2.3, -5.7, -6.8], [1.4, 0.5, -0.8], [2.9, -1.1, -1.2], [-5.4, 6.0, 8.3], [0.1, 0.3, 0.2], [0.2, -0.4, -0.4], [0.0, 0.2, 0.3], [-1.3, 0.5, 0.6], [-0.7, -0.3, -0.8], [-1.5, -3.8, 0.4], [4.8, 1.0, 1.7], [-3.3, 3.5, -1.3], [0.5, -0.6, -0.1], [0.7, 0.4, 0.1], [0.3, 0.0, 0.3], [-0.8, -0.1, -0.4], [3.2, -0.1, -3.7], [-3.5, 0.1, 1.8], [1.8, 1.7, 2.2], [-1.2, -1.2, -1.0], [0.1, -0.2, 0.5], [-0.5, -0.1, -0.1], [-0.3, -0.2, 0.2], [0.3, -0.2, 0.0], [1.5, -0.3, -1.4], [2.0, -1.0, 0.4], [0.2, 2.1, 2.7], [-3.0, 0.4, -0.9], [-0.1, -0.6, -0.3], [0.2, -0.1, 0.0], [-0.4, -0.6, -0.4], [-0.2, 0.2, 0.2], [0.0, 0.3, -0.3], [0.3, -0.1, 0.4], [-0.1, -0.2, -0.2], [0.3, 0.2, -0.2], [-0.1, -0.2, 0.5], [-0.1, -0.1, -0.2], [-0.6, -0.1, 0.0], [0.7, 0.3, 0.3], [0.1, -0.2, -0.3], [0.1, -0.5, -0.3], [0.0, 0.4, 0.1], [-0.4, 0.2, 0.3], [0.4, 0.6, -0.2], [-0.1, -0.3, 0.2], [-0.4, -0.3, 0.0]]
}



3.
{
  "formula": "C10H42AgO20P",
  "method": "ωB97M-V with the def2-TZVPD basis set",
  "multiplicity": 2,
  "total_charge": -1,
  "lumo_ev": [1.93, 0.01],
  "s_squared": 0.7564,
  "fmax_ha_per_bohr": 0.04684,
  "orbital_gap_ha": [0.3150, 0.2446],
  "species": ["Ag", "P", "O", "O", "O", "O", "O", "H", "H", "O", "H", "H", "O", "H", "H", "O", "H", "H", "O", "H", "H", "O", "H", "H", "C", "C", "O", "O", "H", "H", "H", "H", "H", "H", "C", "C", "O", "O", "H", "H", "H", "H", "H", "H", "C", "C", "O", "O", "H", "H", "H", "H", "H", "H", "C", "C", "O", "O", "H", "H", "H", "H", "H", "H", "C", "C", "O", "O", "H", "H", "H", "H", "H", "H"],
  "xyz": [[0.547, -2.438, -0.321], [-0.026, 0.333, 0.301], [0.319, -0.877, 1.169], [-1.420, 0.901, 0.551], [0.064, -0.472, -1.019], [1.114, 1.366, 0.313], [0.674, -0.225, -4.420], [-0.193, -0.151, -3.987], [1.236, 0.390, -3.929], [2.237, -0.997, 3.105], [2.555, -0.152, 3.439], [1.656, -0.759, 2.366], [-1.647, -0.177, -2.980], [-0.942, -0.331, -2.321], [-2.255, 0.438, -2.543], [-1.417, -2.107, 2.905], [-1.833, -1.300, 3.236], [-0.770, -1.795, 2.255], [-1.726, -2.914, -0.640], [-2.541, -3.066, -0.149], [-1.913, -2.139, -1.188], [0.460, -3.930, 1.509], [0.119, -3.577, 2.344], [0.242, -4.865, 1.529], [4.205, 0.507, -1.258], [3.122, 0.430, -2.410], [2.109, 1.428, -2.244], [3.645, -0.052, -0.036], [4.416, 1.554, -1.039], [5.067, -0.086, -1.557], [2.520, -0.448, -2.162], [3.464, 0.419, -3.444], [1.657, 1.180, -1.423], [2.818, 0.405, 0.176], [0.213, -4.999, -2.355], [0.807, -3.917, -3.276], [0.518, -2.663, -2.745], [0.689, -4.853, -1.030], [0.350, -5.999, -2.768], [-0.850, -4.750, -2.373], [0.432, -4.084, -4.289], [1.893, -4.080, -3.282], [0.702, -2.038, -3.469], [1.538, -5.301, -0.956], [-4.611, 0.015, -1.025], [-4.304, 1.570, -1.174], [-2.890, 1.794, -1.303], [-4.012, -0.507, 0.145], [-4.258, -0.486, -1.930], [-5.700, -0.066, -1.051], [-4.658, 2.162, -0.326], [-4.796, 1.996, -2.051], [-2.400, 1.520, -0.477], [-3.127, -0.129, 0.230], [-1.528, 3.184, 3.043], [-2.534, 2.226, 3.690], [-2.320, 0.865, 3.396], [-1.673, 3.249, 1.612], [-0.501, 2.889, 3.282], [-1.651, 4.193, 3.438], [-3.560, 2.432, 3.370], [-2.467, 2.225, 4.780], [-2.056, 0.762, 2.473], [-1.587, 2.361, 1.173], [2.461, 4.221, 1.697], [3.295, 3.193, 2.528], [2.531, 2.046, 2.863], [2.360, 3.692, 0.360], [2.938, 5.196, 1.616], [1.414, 4.255, 2.007], [3.645, 3.672, 3.448], [4.250, 2.962, 2.050], [1.964, 1.873, 2.096], [1.922, 2.823, 0.453]],
  "forces_ev_per_angstrom": [[0.4, 0.5, 0.4], [1.1, 1.8, -0.4], [0.1, -1.1, 2.0], [0.6, -1.0, 0.4], [-0.1, -0.1, -1.8], [-1.3, -1.1, 0.5], [0.3, -0.6, -0.1], [-0.3, 0.4, -0.2], [-0.1, 0.2, 0.2], [0.1, -0.1, 0.2], [0.1, 0.1, -0.1], [0.1, -0.2, 0.1], [-0.3, -0.6, -0.3], [-0.2, 0.1, 0.3], [0.2, 0.5, 0.1], [-0.2, -0.4, 0.0], [0.1, -0.1, 0.1], [-0.1, 0.5, 0.0], [-0.8, -0.1, -0.4], [0.1, 0.1, 0.3], [-0.1, 0.0, -0.1], [0.2, -0.2, 0.5], [0.0, 0.2, 0.0], [-0.1, 0.0, -0.3], [-2.1, -0.1, -0.2], [-0.7, 0.0, 2.1], [0.7, 0.3, -0.8], [0.8, -0.3, -1.0], [0.4, 0.1, -0.4], [0.2, 0.1, 0.3], [0.8, -1.0, -0.5], [0.3, 0.1, 0.1], [-0.2, 0.5, 0.1], [0.0, 0.3, 0.0], [-0.6, 1.3, -1.1], [0.8, -1.8, 0.6], [-0.1, -0.1, -0.6], [0.1, -0.5, 0.0], [0.2, 0.0, 0.1], [-0.1, -0.4, 0.6], [-0.1, 0.2, 0.0], [0.2, 0.1, -0.3], [0.0, 0.9, 0.3], [0.1, 0.1, 0.0], [0.3, 2.3, -0.4], [0.9, -0.9, 0.3], [-0.9, -0.3, -0.3], [-0.7, -0.3, -0.3], [0.2, -0.1, -0.1], [0.0, -0.4, 0.7], [-0.2, -0.4, 0.3], [0.1, -0.2, -0.2], [-0.4, 0.3, -0.7], [0.3, 0.0, 0.1], [-0.1, -0.6, -1.0], [0.0, -0.1, 0.1], [0.6, -0.9, -0.3], [-0.3, 0.3, 0.7], [0.0, -0.2, 0.2], [-0.2, 0.1, -0.1], [0.0, 0.6, 0.1], [-0.1, 0.6, 0.0], [-0.1, 0.1, -0.3], [0.3, 0.7, 0.8], [0.4, -2.1, -1.2], [-0.3, 1.5, 0.6], [0.2, 0.3, -0.2], [0.5, 0.4, 0.4], [-0.1, 0.0, 0.2], [0.2, 0.5, 0.9], [-0.5, -0.1, 0.4], [-0.3, -0.3, -0.7], [0.0, -0.4, 0.0], [-0.2, 0.4, -0.6]]
}



E_tot for the records above, in order: -2252.8028, -1725.7431, -2399.4843 hartree